C3H3N2O | the ωB97M-V functional and the def2-TZVPD basis

net charge = +1
total energy = -300.51357 Ha
LUMO level = -0.215 Ha
gap between HOMO and LUMO = 0.34810 Ha
relative energy (zero: lowest compared OMol25 entry of this formula, charge and spin) = 146.6 kJ/mol
structure (SMILES) = [NH2+]=C=C[N+]#C[O-]

Structure (XYZ):
```
9
Properties=species:S:1:pos:R:3:nbo_charge:R:1
C 0.766 -0.260 -0.469 0.454
C -2.359 0.573 0.879 0.926
C -0.031 -0.031 0.488 -0.053
N -1.192 0.686 0.525 -0.569
N 1.749 -0.428 -1.256 -0.611
O -3.478 0.685 1.114 -0.383
H 0.249 -0.216 1.520 0.305
H 1.828 -1.247 -1.843 0.466
H 2.468 0.240 -0.958 0.464
```

=====

C2H4ClO2S | the ωB97M-V functional and the def2-TZVPD basis

net charge = -1
total energy = -1087.47683 Ha
LUMO level = 0.150 Ha
gap between HOMO and LUMO = 0.31416 Ha
relative energy (zero: lowest compared OMol25 entry of this formula, charge and spin) = 33.7 kJ/mol

Structure (XYZ):
```
10
Properties=species:S:1:pos:R:3:nbo_charge:R:1
C 1.229 0.149 -0.241 -0.649
C 0.069 -0.123 0.697 -0.090
O -1.451 -0.917 -1.415 -0.953
O -0.231 -1.447 1.069 -0.761
S -1.561 -0.586 0.026 1.391
Cl -2.676 1.536 -0.221 -0.718
H 0.900 0.881 -1.063 0.224
H 1.481 -0.734 -0.671 0.215
H 2.106 0.575 0.232 0.195
H 0.135 0.666 1.587 0.147
```

=====

> Look up the total energy of the second one.

-1087.47683 Ha

=====

Please write out number 2 again, unchanged.
C2H4ClO2S | the ωB97M-V functional and the def2-TZVPD basis

net charge = -1
total energy = -1087.47683 Ha
LUMO level = 0.150 Ha
gap between HOMO and LUMO = 0.31416 Ha
relative energy (zero: lowest compared OMol25 entry of this formula, charge and spin) = 33.7 kJ/mol

Structure (XYZ):
```
10
Properties=species:S:1:pos:R:3:nbo_charge:R:1
C 1.229 0.149 -0.241 -0.649
C 0.069 -0.123 0.697 -0.090
O -1.451 -0.917 -1.415 -0.953
O -0.231 -1.447 1.069 -0.761
S -1.561 -0.586 0.026 1.391
Cl -2.676 1.536 -0.221 -0.718
H 0.900 0.881 -1.063 0.224
H 1.481 -0.734 -0.671 0.215
H 2.106 0.575 0.232 0.195
H 0.135 0.666 1.587 0.147
```

=====

> Look up the net charge of the first one.

+1

=====

> Look up the LUMO level of the first one.

-0.215 Ha